Formula: C5H4O2
Source: the OMol25 dataset
Level of theory: wB97M-V/def2-TZVPD

Each line ends with the Mulliken charge.
Positions of all 11 atoms, in Å:
1 O -0.307016 2.972465 -0.171411  -0.178
2 C -0.024529 1.878061 -0.169096  0.104
3 C -1.505623 -0.682342 -0.205658  -0.766
4 C -0.273793 -1.199697 -0.246044  0.078
5 C 0.985951 -0.633741 0.238343  -0.779
6 C 1.411193 0.616034 0.422592  0.911
7 O 2.146242 1.494277 0.732093  -0.454
8 H -1.731856 0.267727 0.267186  0.257
9 H -2.344653 -1.208236 -0.651080  0.252
10 H -0.159666 -2.192652 -0.683216  0.273
11 H 1.803748 -1.311899 0.466286  0.305

Forces on the atoms, in the same order (eV/Å):
0.2 -0.8 0.0
-1.3 1.5 -0.5
0.1 0.0 0.0
-0.2 0.1 0.0
0.1 0.1 0.1
1.2 0.0 0.5
-0.2 -0.9 0.0
0.0 -0.2 0.0
0.2 0.0 0.1
0.0 0.2 0.0
-0.1 -0.1 -0.1

Summary:
HOMO-LUMO gap	0.3179	hartree
charge	0
calculated total energy	-9341.8546	eV
LUMO energy	0.246	eV
relative energy (zero: lowest compared OMol25 entry of this formula, charge and spin)	53.67	kcal/mol

Formula: C5H4O2
Source: the OMol25 dataset
Level of theory: wB97M-V/def2-TZVPD

Each line ends with the Mulliken charge.
Positions of all 11 atoms, in Å:
1 O 2.258535 -1.533108 -0.073410  -0.545
2 C 1.270312 -0.853117 -0.011289  0.417
3 O 0.050821 -1.512379 0.222707  -0.287
4 C -1.131350 -0.908261 0.016439  -0.104
5 C -1.224437 0.391785 -0.288475  -0.444
6 C -0.052073 1.170595 -0.042071  -0.061
7 C 1.173432 0.604516 0.009665  -0.432
8 H -1.982199 -1.542993 0.228594  0.386
9 H -2.152441 0.886353 -0.541544  0.353
10 H -0.316690 2.156194 0.312567  0.359
11 H 2.106095 1.140419 0.166814  0.358

Forces on the atoms, in the same order (eV/Å):
-0.4 0.3 0.0
0.3 -0.1 0.1
0.0 -0.1 -0.1
-0.1 0.0 -0.1
-0.1 -0.1 0.4
0.0 -0.1 0.2
-0.2 0.0 0.2
0.1 -0.2 -0.3
-0.1 -0.2 0.3
0.8 0.6 -0.6
-0.3 -0.1 0.1

Summary:
HOMO-LUMO gap	0.3458	hartree
SMILES	O=c1cccco1
charge	0
calculated total energy	-9343.7417	eV
LUMO energy	0.239	eV
relative energy (zero: lowest compared OMol25 entry of this formula, charge and spin)	10.16	kcal/mol

Formula: C5H4O2
Source: the OMol25 dataset
Level of theory: wB97M-V/def2-TZVPD

Each line ends with the Mulliken charge.
Positions of all 11 atoms, in Å:
1 C -1.605295 0.547351 0.579494  -0.274
2 C 1.571445 -0.865963 -0.424747  0.745
3 C -1.507157 1.610099 1.191770  0.880
4 C 2.567635 -0.074575 -0.756665  -0.888
5 C -2.027860 -0.567721 0.049639  -0.605
6 O -1.562178 2.620570 1.797269  -0.470
7 O 0.769653 -1.588947 -0.010775  -0.324
8 H 2.491636 0.983498 -0.561069  0.258
9 H 3.393959 -0.427307 -1.514058  0.215
10 H -2.025785 -0.760733 -1.088904  0.235
11 H -2.066054 -1.476273 0.738050  0.229

Forces on the atoms, in the same order (eV/Å):
-0.6 -2.4 -1.9
0.9 0.1 0.3
-0.4 3.7 2.4
1.4 -0.6 -2.0
1.2 -2.2 -0.8
0.5 -0.4 -0.4
-0.2 -0.1 -0.2
0.0 0.0 0.1
-1.9 0.6 1.8
-0.4 0.4 1.9
-0.4 1.1 -1.2

Summary:
HOMO-LUMO gap	0.3021	hartree
SMILES	C=C=C=O.C=C=O
charge	0
calculated total energy	-9340.5081	eV
LUMO energy	-0.707	eV
relative energy (zero: lowest compared OMol25 entry of this formula, charge and spin)	84.72	kcal/mol

Formula: C5H4O2
Source: the OMol25 dataset
Level of theory: wB97M-V/def2-TZVPD

Each line ends with the Mulliken charge.
Positions of all 11 atoms, in Å:
1 C 0.786965 1.814052 0.462928  -0.809
2 C 0.403135 0.671717 -0.198572  0.294
3 C -1.683246 -0.354610 -0.173384  0.095
4 C 1.291143 -0.471854 -0.256399  -0.532
5 C 1.964626 -1.433503 -0.080040  0.264
6 H 1.781472 1.869947 0.971008  0.266
7 H 0.218040 2.769800 0.491444  0.279
8 H -2.474323 -0.509785 -0.827056  0.413
9 H 2.666801 -2.182025 0.045817  0.473
10 O -0.881481 0.550403 -0.723223  -0.305
11 O -1.464486 -0.963247 0.822172  -0.438

Forces on the atoms, in the same order (eV/Å):
0.1 -0.8 -0.8
1.1 1.9 2.0
1.3 -0.7 0.9
-1.6 1.3 0.2
0.3 0.1 -0.2
-0.9 -0.3 -0.8
0.0 -1.2 0.0
-2.0 -0.2 -1.1
0.7 -1.1 0.1
1.2 1.0 -0.8
0.0 -0.1 0.6

Summary:
HOMO-LUMO gap	0.3705	hartree
SMILES	C#CC(=C)OC=O
charge	0
calculated total energy	-9341.5509	eV
LUMO energy	0.601	eV
relative energy (zero: lowest compared OMol25 entry of this formula, charge and spin)	60.68	kcal/mol